(1)
99
Properties=species:S:1:pos:R:3 method="wB97M-V/def2-TZVPD" homo_ha=-0.3311 charge=0 orbital_gap_ev=8.25 max_force_ha_per_bohr=0.0836 smiles="CCOB(O)C1=CC(=O)C(OC[C@@H](C)O)=CC1=O.c1ccncc1.c1ccncc1.c1ccncc1.c1ccncc1.c1ccncc1.c1ccncc1"
C 2.652 3.304 1.125
C 1.118 3.742 1.084
O 0.885 5.154 1.346
B -0.342 5.611 0.761
O -0.319 6.935 0.142
C -1.741 4.799 0.744
C -2.761 4.995 -0.239
C -4.105 4.108 -0.174
O -5.217 4.572 -0.513
C -3.907 2.600 0.357
O -4.760 1.618 -0.181
C -4.163 0.304 -0.158
C -4.521 -0.548 1.183
C -3.252 -1.425 1.689
O -4.979 0.273 2.281
C -2.918 2.420 1.344
C -2.097 3.672 1.844
O -1.710 3.764 3.028
H 3.168 3.399 0.116
H 2.705 2.198 1.438
H 3.185 3.904 1.929
H 0.584 3.161 1.930
H 0.576 3.408 0.121
H -0.166 6.723 -0.812
H -2.642 5.783 -1.066
H -4.640 -0.295 -1.017
H -3.035 0.286 -0.308
H -5.362 -1.307 0.977
H -3.282 -2.478 1.224
H -3.343 -1.594 2.824
H -2.263 -0.940 1.389
H -4.224 0.405 2.903
H -2.710 1.396 1.778
N 0.771 -0.663 1.178
C 1.346 -0.901 -0.012
C 2.548 -1.572 -0.167
C 3.198 -2.024 0.973
C 2.628 -1.792 2.215
C 1.421 -1.113 2.264
H 0.801 -0.525 -0.873
H 2.965 -1.739 -1.152
H 4.141 -2.553 0.893
H 3.109 -2.130 3.125
H 0.932 -0.910 3.211
N 5.495 4.642 2.812
C 6.594 5.345 2.501
C 7.263 6.166 3.395
C 6.767 6.272 4.686
C 5.631 5.556 5.034
C 5.037 4.760 4.068
H 6.941 5.233 1.479
H 8.148 6.709 3.089
H 7.262 6.905 5.415
H 5.216 5.615 6.033
H 4.148 4.179 4.293
N 3.421 -5.238 -0.664
C 2.118 -5.246 -0.334
C 1.252 -6.284 -0.641
C 1.755 -7.376 -1.331
C 3.096 -7.393 -1.685
C 3.881 -6.309 -1.329
H 1.771 -4.368 0.202
H 0.211 -6.238 -0.348
H 1.108 -8.207 -1.590
H 3.522 -8.230 -2.225
H 4.936 -6.278 -1.581
N -1.301 -4.628 3.497
C -0.790 -5.381 2.510
C -1.118 -6.712 2.307
C -2.024 -7.305 3.174
C -2.566 -6.550 4.203
C -2.177 -5.225 4.320
H -0.083 -4.874 1.861
H -0.676 -7.272 1.492
H -2.305 -8.344 3.049
H -3.276 -6.980 4.899
H -2.576 -4.593 5.106
N -3.194 -1.315 -3.047
C -4.305 -1.638 -3.729
C -4.347 -1.788 -5.106
C -3.177 -1.591 -5.824
C -2.016 -1.255 -5.143
C -2.076 -1.132 -3.766
H -5.195 -1.778 -3.124
H -5.272 -2.053 -5.604
H -3.169 -1.697 -6.904
H -1.084 -1.092 -5.671
H -1.194 -0.874 -3.189
N -0.192 2.866 -3.612
C -1.299 2.545 -4.300
C -1.336 2.399 -5.678
C -0.163 2.599 -6.391
C 0.996 2.934 -5.705
C 0.930 3.052 -4.326
H -2.191 2.402 -3.699
H -2.259 2.136 -6.180
H -0.152 2.496 -7.470
H 1.929 3.098 -6.229
H 1.810 3.308 -3.745


(2)
100
Properties=species:S:1:pos:R:3 method="wB97M-V/def2-TZVPD" homo_ha=-0.3812 charge=+1 orbital_gap_ev=8.09 max_force_ha_per_bohr=0.1472 e_above_lowest_kj_mol=83.9
C -0.141 -0.178 1.499
C -1.275 -0.426 0.521
N -1.234 0.497 -0.653
C -2.141 1.633 -0.835
C -1.800 2.198 -2.010
N -0.816 1.345 -2.596
C -0.615 0.234 -1.744
C -0.364 1.394 -3.982
H -0.356 -0.433 2.428
H 0.222 0.730 1.425
H 0.798 -0.782 1.300
H -2.313 0.058 0.943
H -1.489 -1.541 0.353
H -2.767 1.787 -0.067
H -2.350 3.002 -2.360
H 0.285 -0.345 -1.949
H -0.635 0.502 -4.731
H 0.718 1.184 -3.854
H -0.493 2.395 -4.302
N -0.690 2.422 4.727
C -1.035 2.977 3.500
C -2.148 2.602 2.784
C -2.920 1.576 3.310
C -2.524 0.875 4.530
C -1.393 1.386 5.120
H -0.428 3.793 3.157
H -2.316 3.205 2.031
H -3.862 1.244 2.775
H -3.192 -0.127 4.869
H -1.148 0.843 6.105
C 1.400 4.383 -1.948
C 0.471 4.535 -0.771
C -0.840 4.989 -1.104
C -1.031 5.524 -2.354
C -0.006 5.509 -3.373
C 1.297 4.939 -3.251
O 2.287 4.908 -4.094
O -1.751 5.026 -0.155
H 2.429 3.997 -1.707
H 0.364 4.267 0.415
H -1.967 5.962 -2.605
H -0.223 6.117 -4.317
H 2.073 5.619 -4.743
H -2.310 5.616 -0.446
C -4.713 -1.163 -0.287
C -4.606 -1.789 1.030
C -3.949 -3.096 1.260
C -3.409 -3.683 0.190
C -3.578 -3.206 -1.118
C -4.094 -1.847 -1.407
O -4.076 -1.259 -2.574
O -3.837 -3.592 2.564
H -5.215 -0.209 -0.478
H -4.992 -1.320 1.938
H -2.707 -4.514 0.293
H -3.154 -3.740 -2.004
H -4.736 -0.703 -2.620
H -4.521 -3.152 3.215
C -0.330 -3.346 3.441
C 0.268 -4.377 2.451
C 1.618 -4.817 2.844
C 2.287 -4.116 3.865
C 1.581 -3.088 4.613
C 0.303 -2.690 4.485
O -0.169 -1.780 5.306
O 2.238 -5.795 2.065
H -1.371 -3.081 3.394
H -0.318 -4.740 1.408
H 3.287 -4.338 4.153
H 2.155 -2.437 5.119
H 0.534 -1.058 5.723
H 3.105 -6.263 2.595
C 3.102 0.611 -0.349
C 3.689 1.074 1.020
C 4.881 1.856 1.013
C 5.510 2.075 -0.229
C 4.952 1.540 -1.434
C 3.732 0.934 -1.532
O 3.252 0.506 -2.766
O 5.502 2.367 2.138
H 2.237 0.166 -0.178
H 3.143 0.892 2.017
H 6.133 2.842 -0.364
H 5.401 1.987 -2.323
H 3.627 1.130 -3.258
H 5.118 2.335 2.932
C 0.608 -3.383 -1.820
C -0.006 -3.137 -3.214
C 0.833 -2.587 -4.157
C 2.135 -2.280 -3.844
C 2.654 -2.535 -2.565
C 1.997 -3.121 -1.525
O 2.551 -3.283 -0.293
O 0.432 -2.241 -5.434
H -0.084 -3.670 -1.053
H -0.963 -3.358 -3.419
H 2.655 -1.939 -4.768
H 3.683 -2.197 -2.643
H 2.246 -4.108 0.259
H -0.395 -2.720 -5.515


(3)
103
Properties=species:S:1:pos:R:3 method="wB97M-V/def2-TZVPD" homo_ha=-0.0476 charge=-2 orbital_gap_ev=5.59 max_force_ha_per_bohr=0.0108 e_above_lowest_kj_mol=0.0
Sn -0.291 0.170 -1.302
C -2.272 2.444 -2.855
N -2.949 1.226 -2.423
C -4.196 1.601 -1.765
C -4.759 0.657 -0.698
C -4.057 0.772 0.668
N -3.116 -0.304 0.889
C -3.298 -1.045 1.893
C -2.484 -2.224 2.253
C -3.035 -3.140 3.145
C -2.380 -4.312 3.490
C -1.135 -4.571 2.929
C -0.547 -3.671 2.056
C -1.205 -2.484 1.723
O -0.666 -1.542 0.935
C -3.115 0.339 -3.570
C -3.406 -1.126 -3.267
C -2.449 -1.744 -2.235
N -1.055 -1.398 -2.468
C -0.158 -2.530 -2.460
C 1.130 -2.283 -3.225
C 1.597 -3.291 -4.055
C 2.775 -3.194 -4.785
C 3.509 -2.020 -4.692
C 3.066 -0.987 -3.886
C 1.890 -1.090 -3.117
O 1.571 -0.087 -2.330
H -2.897 3.027 -3.556
H -1.335 2.194 -3.355
H -2.018 3.051 -1.989
H -4.966 1.802 -2.537
H -4.010 2.549 -1.255
H -4.760 -0.381 -1.026
H -5.807 0.943 -0.558
H -4.802 0.801 1.480
H -3.492 1.707 0.698
H -4.144 -0.860 2.581
H -4.015 -2.924 3.558
H -2.835 -5.013 4.178
H -0.609 -5.486 3.175
H 0.420 -3.870 1.612
H -2.166 0.354 -4.109
H -3.887 0.746 -4.254
H -3.298 -1.662 -4.217
H -4.442 -1.269 -2.943
H -2.570 -2.837 -2.278
H -2.785 -1.446 -1.235
H -0.638 -3.377 -2.981
H 1.005 -4.200 -4.127
H 3.108 -4.014 -5.409
H 4.431 -1.903 -5.252
H 3.622 -0.060 -3.807
C 6.629 0.458 0.608
C 5.776 0.526 -0.489
C 4.408 0.398 -0.315
C 3.873 0.173 0.957
C 4.732 0.105 2.047
C 6.104 0.254 1.874
P 2.050 0.058 1.028
C 1.735 -0.055 2.825
C 1.691 1.137 3.552
C 1.362 1.135 4.898
C 1.055 -0.060 5.536
C 1.097 -1.250 4.824
C 1.442 -1.246 3.479
C 1.718 -1.613 0.368
C 2.723 -2.448 -0.046
C 2.379 -3.761 -0.527
C 1.118 -4.090 -0.857
C 0.066 -3.028 -0.969
C 0.369 -1.877 -0.026
H 7.699 0.565 0.473
H 6.176 0.680 -1.483
H 3.734 0.458 -1.165
H 4.330 -0.068 3.038
H 6.761 0.205 2.735
H 1.913 2.073 3.048
H 1.315 2.071 5.441
H 0.772 -0.061 6.582
H 0.847 -2.187 5.308
H 1.479 -2.175 2.925
H 3.763 -2.183 0.073
H 3.160 -4.515 -0.563
H 0.862 -5.123 -1.078
H -0.910 -3.448 -0.693
C -1.513 6.355 0.148
C -0.711 5.329 0.933
O -0.165 5.972 2.088
P 0.620 4.695 -0.153
O 1.789 5.794 0.048
O 1.273 3.434 0.573
O 0.279 4.521 -1.575
P -1.781 3.879 1.430
O -1.025 3.481 2.849
O -3.144 4.364 1.755
O -1.484 2.782 0.461
H -0.885 7.214 -0.099
H -2.357 6.674 0.758
H -1.887 5.917 -0.776
H -0.099 5.279 2.762
H 2.324 5.782 -0.757
H 0.856 2.607 0.263
H -0.393 2.777 2.646